Molecular formula: C17H27NO3
Method: DFT, ωB97M-V/def2-TZVPD

Values from the calculation:
Energy above the lowest of the compared OMol25 structures with the same formula, charge and spin: 50.0 kcal/mol
Total energy: -25698.58773 eV
HOMO energy: -7.550 eV
F_max: 0.0098 hartree/bohr
SMILES string: COc1cc(OC)c(OC)cc1CNC1CCCCCC1
Gap between HOMO and LUMO: 8.26 eV

Geometry as XYZ:
```
48
Properties=species:S:1:pos:R:3:forces:R:3
C -0.632928 2.847236 0.745344 -0.1 0.2 0.0
O -0.182212 1.517228 0.766477 0.0 -0.4 0.0
C -1.069699 0.522965 1.101923 0.1 -0.4 0.1
C -0.550838 -0.768362 1.187353 0.1 0.4 0.0
C -1.406451 -1.814753 1.503673 -0.2 0.1 0.0
C -2.753112 -1.609216 1.747223 -0.2 0.1 0.0
C -3.266523 -0.300750 1.670022 -0.1 -0.3 0.1
C -2.420652 0.748314 1.347599 -0.1 0.2 0.0
H -2.817978 1.746971 1.284104 -0.1 0.1 0.0
O -4.599522 -0.170656 1.925739 0.3 -0.3 0.0
C -5.175774 1.107604 1.856581 -0.1 0.2 0.0
H -4.733692 1.792736 2.588655 0.0 0.0 0.0
H -5.085531 1.539967 0.853805 0.0 0.0 0.0
H -6.229831 0.966872 2.090911 0.1 0.1 0.0
O -3.655628 -2.584622 2.065066 0.0 0.4 0.0
C -3.199803 -3.911665 2.123972 0.1 -0.2 0.0
H -4.075354 -4.511510 2.368081 0.1 0.0 0.0
H -2.442226 -4.045413 2.904001 0.0 0.0 0.0
H -2.791509 -4.241898 1.162761 0.0 0.0 0.0
H -0.989645 -2.807224 1.556251 0.0 -0.1 0.0
C 0.909130 -1.008496 0.919267 0.0 0.2 0.1
N 1.175950 -0.842027 -0.499208 -0.1 0.0 -0.2
H 0.832989 0.067719 -0.781704 -0.1 0.0 0.0
C 2.559344 -0.988523 -0.899746 0.5 -0.1 -0.1
C 3.538974 0.071752 -0.351943 -0.3 -0.1 0.1
C 3.192094 1.518428 -0.689543 0.3 -0.1 -0.1
C 3.138610 1.827339 -2.186137 -0.3 0.2 0.1
C 1.842145 1.365772 -2.851294 0.2 0.0 -0.2
H 1.014400 1.612450 -2.181820 -0.1 0.1 0.0
C 1.778627 -0.120328 -3.235961 0.0 0.0 0.1
H 0.740783 -0.449758 -3.167844 0.0 0.0 -0.1
C 2.647041 -1.090865 -2.431003 -0.1 -0.1 0.1
H 3.693363 -0.974752 -2.719156 0.1 -0.1 0.0
H 2.341790 -2.097811 -2.723371 0.1 0.0 0.0
H 2.082024 -0.226606 -4.280998 -0.1 0.0 0.0
H 1.687960 1.952271 -3.761127 -0.1 0.0 0.1
H 4.000466 1.387799 -2.690585 0.1 0.0 -0.1
H 3.210422 2.912114 -2.307548 0.1 0.0 0.0
H 2.233223 1.776951 -0.234421 -0.1 0.1 0.1
H 3.950696 2.157177 -0.227334 -0.1 0.0 0.1
H 4.534755 -0.161688 -0.736968 0.1 0.0 0.0
H 3.586266 -0.024644 0.736011 0.1 0.0 0.0
H 2.896583 -1.954186 -0.493271 0.0 0.1 -0.1
H 1.180186 -2.032213 1.196375 0.0 0.1 0.1
H 1.493960 -0.315056 1.548829 0.0 -0.1 0.0
H 0.240519 3.452385 0.503013 -0.1 0.0 0.0
H -1.023978 3.157811 1.719676 0.0 0.0 0.0
H -1.399415 3.003160 -0.021729 0.0 0.0 0.0
```
Positions in Å, forces in eV/Å.

These are the Mulliken partial charges, in e, on atoms 1 to 6: C -1.124; O -0.307; C -0.047; C -0.191; C -0.527; C 0.857